No. 1
This record from OMol25 describes C39H79AlBCl5N4O16PS2 as an isolated structure. The level of theory is wB97M-V/def2-TZVPD.

lowest unoccupied orbital energy	-12.7	eV
total energy	-6661.23718	a.u.
charge	+3

Atoms and positions in Å:
H: -0.0036 1.9558 3.0857
C: 3.6223 -1.2223 4.0427
H: -9.0484 0.5108 -4.8147
C: -0.0401 3.2972 -0.5262
O: -2.4775 -6.7916 -1.2426
H: 4.4420 8.1602 0.5440
H: -0.8452 0.6095 2.2600
H: 0.3104 -2.4699 -2.5971
H: 4.0617 6.8350 -1.4791
H: -8.7025 -3.4574 -1.6095
S: -5.5510 -2.4326 2.4809
C: 4.9041 -0.2035 5.5825
H: -6.1150 -5.3505 8.0410
H: 3.0156 -1.2250 -3.3183
Al: 0.1207 7.7851 0.0878
C: -8.2037 2.1564 -5.9306
H: -1.5145 -1.1442 -3.3361
H: 1.0430 8.3505 -1.6196
H: 0.4514 -7.5024 -0.2319
C: -1.6005 -7.1314 -0.4685
O: 8.6702 1.7348 7.5640
O: 4.8196 -3.2956 0.6691
N: -1.8634 -7.4998 0.8207
H: -2.6913 1.3370 -4.5316
H: -7.1765 -2.4062 4.2224
H: -6.4084 -4.9482 -1.4868
C: -1.2483 1.4134 -3.0180
H: -2.8191 -1.7910 -1.8284
C: -5.0750 -0.7988 3.0480
O: -4.2914 -3.1955 2.2819
C: -4.2824 -3.1812 -2.5269
H: 5.4635 1.4393 4.0864
H: 3.4905 5.9649 -0.0711
H: -4.5622 -0.3033 2.2262
O: 9.5234 1.2267 5.3512
H: 2.3590 -3.7771 -1.7411
H: -1.1607 -7.8119 1.4627
C: 8.7973 1.3493 4.2616
H: 1.1847 -1.0433 -0.7352
O: 10.3527 3.1008 6.6758
H: -8.4292 2.7504 -6.8143
H: 2.8813 0.9983 -2.7742
H: -0.9245 3.4969 -1.1351
O: 2.0236 6.5779 -1.3016
H: 9.7818 -0.7791 2.3742
H: -1.5908 2.4508 -3.0175
H: 2.7593 8.0893 1.0027
H: -6.6414 -4.0521 3.8064
H: 5.0400 -2.4414 -2.3086
C: 2.3371 -2.0403 -3.0554
H: 0.5981 0.3180 3.1983
H: 7.4145 -4.2753 0.0647
C: 0.5785 -0.7049 -1.5774
H: -6.1843 -4.2837 0.1615
H: 3.2701 9.0131 -0.4405
C: 1.5404 7.5447 -2.2148
C: 0.2842 1.4452 -2.8981
H: 1.6437 2.1349 1.4450
H: 0.7086 7.0685 -2.7400
C: -3.7732 -1.7511 -2.3746
B: 9.1832 2.2958 6.2966
H: -5.9704 -0.2403 3.3181
O: 7.0792 2.9943 3.6556
O: 11.3969 3.5875 8.6150
H: -3.5833 4.3583 -5.1605
C: 4.0920 -1.2894 5.3797
H: 4.0269 0.1793 2.5021
H: -0.0667 -6.9713 -1.7935
C: -2.1420 -0.7362 -4.1333
Cl: -3.3180 4.8443 -2.8665
H: -8.4524 -1.8937 -0.8071
N: 0.8227 0.7878 -1.6517
C: -8.1019 -2.9241 -0.8648
C: 4.3559 -3.2991 -2.2941
C: 10.5634 3.0653 7.9684
H: 2.9794 -2.3034 -1.0072
H: 2.0618 8.8175 -3.8614
S: 2.5611 1.2030 -1.4890
H: 2.9633 -1.8791 3.5030
H: -4.4106 -0.9090 3.9052
C: -7.0399 -4.8649 7.7609
C: -9.2666 1.0986 -5.7103
C: -3.6046 -1.0417 -3.7334
H: 4.3928 -3.7724 -3.2741
H: -0.4647 -0.8276 -1.2777
C: -6.3158 -3.0305 3.9860
H: -0.1285 3.8374 0.4176
H: 7.2104 -2.5199 0.0300
H: -5.0704 5.0276 -4.4311
H: -1.7038 0.9205 -2.1551
H: -10.2419 1.5648 -5.5734
C: 6.9151 -3.4498 -0.4458
N: 4.1698 -0.1168 3.4540
H: 2.2625 -2.6572 -3.9568
Cl: -8.1636 -4.9880 9.0979
C: -4.5515 -3.9172 -1.2002
O: -8.1308 3.0860 -4.8493
P: -0.0829 1.5046 -0.1633
C: 2.9416 -2.8740 -1.9421
H: -7.9304 2.5913 -4.0497
H: 3.8373 -2.0583 6.0895
H: 7.2268 -3.4725 -1.4875
H: -3.5442 -3.7508 -3.1010
Cl: -7.6696 -5.6721 6.3257
Cl: -6.6619 -3.1583 7.4240
C: 9.3993 2.1198 8.5855
C: -4.2477 4.3338 -4.3056
C: 1.0339 1.2426 1.2853
C: 3.3050 6.8380 -0.6937
C: 3.4342 8.0979 0.1364
C: 4.9429 0.5291 4.3560
H: -4.1066 -3.3499 -0.3787
H: -4.0823 -1.6334 -4.5149
C: 2.5455 8.1101 -3.1896
C: 0.8999 -1.5679 -2.7965
H: -8.2438 -3.4182 0.1013
N: -0.2815 -7.1897 -0.8393
H: 1.6583 0.3592 1.1550
O: 8.7944 0.6225 3.3125
H: -5.5814 -3.0076 4.7874
H: 0.6256 2.4782 -2.8402
H: 5.4272 0.0682 6.4849
H: 11.0514 -1.6376 2.3569
H: 0.7767 1.0110 -3.7708
C: 0.1240 1.0336 2.5223
C: -1.8016 0.7506 -4.3012
O: 4.8491 -4.2500 -1.3360
H: 3.3635 8.6303 -2.6940
O: 8.1473 3.1029 5.6294
H: -7.2245 1.6850 -6.0817
C: 5.4457 -3.6360 -0.2976
H: 2.9617 7.2959 -3.7819
C: 7.8935 2.5922 4.4426
H: -5.1995 -3.1519 -3.1175
O: -6.7378 -2.8999 -1.2345
C: -6.0413 -4.0930 -0.9076
H: -4.4656 -1.1993 -1.7308
H: 0.4938 -1.1556 -3.7198
H: -9.3221 0.4165 -6.5588
H: -1.8786 -1.2749 -5.0455
Cl: -4.9094 2.7124 -4.1441
O: 9.2742 1.8655 9.7290
H: -4.1489 -0.0935 -3.6904
H: 0.8459 3.6290 -1.0745
H: -4.0675 -4.8909 -1.2122
H: -2.8228 -7.4911 1.1124
O: 10.2632 -1.4299 1.8467
H: -1.0882 0.8956 -5.1174

Results of the Löwdin charge analysis, in e, for atoms 1 through 2: 0.08, 0.04


No. 2
This record from OMol25 describes a 2-piece molecular cluster, C27H29N2S overall. The level of theory is wB97M-V/def2-TZVPD.

lowest unoccupied orbital energy	-5.1	eV
total energy	-1553.71663	a.u.
charge	+1

Atoms and positions in Å:
H: 3.7584 -3.6226 0.5228
C: 1.9927 -0.9924 1.8157
H: -2.4081 -0.3826 -0.4758
C: -2.6831 0.6487 -0.2846
C: -3.0379 -0.0055 2.0738
C: -3.2788 -2.3415 -2.0968
C: 2.3349 -2.0728 0.9987
H: -2.9878 -1.0548 1.7703
H: 1.4530 -4.3173 -0.5399
C: -1.8990 2.7222 -1.3521
H: 2.5958 0.2741 3.4298
H: 0.8427 -2.4374 -2.8530
H: -3.2112 3.1341 0.6688
N: 1.3952 -2.2819 -0.0136
C: 0.2945 -1.4691 0.0332
C: 1.5443 -3.3342 -1.0250
H: -2.3569 1.4040 5.7463
H: 0.3828 -4.1474 -2.6042
C: -3.2229 2.6950 2.7682
H: -3.7142 -3.3267 -1.8821
C: -1.8776 -2.5142 -2.6726
H: -3.2081 -0.4015 4.1776
H: -3.9172 -1.8413 -2.8353
S: 0.4567 -0.3049 1.3538
H: -2.2130 -4.5983 -3.1446
C: -3.1331 0.3616 3.4002
H: -3.0762 4.3913 -4.0602
C: -2.7336 1.5704 -1.3873
H: -4.2250 0.5061 -2.5669
H: -1.1750 2.8140 -0.5364
H: 5.4028 -2.8069 2.2450
H: -2.4996 3.1059 5.2471
C: -1.9465 -3.6692 -3.6713
H: -1.3229 4.5569 -2.3125
H: -3.3560 3.7406 3.0544
H: -2.7370 -3.4624 -4.4016
H: -3.9507 2.1812 5.6853
H: 2.5449 -3.2820 -1.4637
C: -0.8365 -2.7511 -1.5677
C: -2.9713 2.1205 5.1949
C: 4.1043 -1.2296 2.9529
C: -2.9633 3.5886 -3.3338
H: -4.5361 2.3750 -4.1864
N: -0.7264 -1.5412 -0.7503
C: 2.8772 -0.5691 2.8067
C: 4.4359 -2.3162 2.1290
H: -1.5573 -1.5967 -3.1967
C: -3.1038 1.7167 3.7655
H: 4.8082 -0.8915 3.7143
H: -1.2258 -3.5752 -0.9272
C: -1.9931 3.6990 -2.3326
H: -3.3187 -1.7651 -1.1762
C: -3.6198 1.4145 -2.4930
C: 0.5072 -3.1789 -2.1099
H: -1.0130 -3.8274 -4.2203
C: 3.5334 -2.7644 1.1536
C: -3.7755 2.4511 -3.4069
C: -2.9616 0.9946 1.0469
C: -3.1598 2.3583 1.4338

Results of the natural (NBO) charge analysis, in e, for atoms 1 through 2: 0.23, -0.25


No. 3
This record from OMol25 describes C23H15BF9FeN6SSe3 as an isolated structure. The level of theory is wB97M-V/def2-TZVPD.

energy above the lowest of the compared OMol25 structures with the same formula, charge and spin	0.0	kcal/mol
lowest unoccupied orbital energy (spin up / spin down)	1.9 / 1.9	eV
total energy	-11004.17996	a.u.
charge	-1

Atoms and positions in Å:
C: 5.3601 -0.8825 1.1811
C: -0.9076 -3.1153 -2.7240
C: -1.1007 -1.7547 -2.8504
H: -1.6779 -1.3377 -3.6614
N: 2.3447 -2.3365 2.2060
H: -0.7025 0.1549 -1.9643
C: -2.0749 2.1809 -0.0140
F: -7.4268 2.2325 -2.0494
C: -6.5599 1.3944 -1.4556
H: 5.9860 -1.6679 0.7825
C: -0.3484 3.8015 -0.1078
C: -4.7263 -0.3795 -0.1971
S: 0.6864 -0.2764 2.6379
C: 0.5727 2.7789 0.0736
C: -1.0952 1.2222 0.1729
H: 2.7099 -2.4308 4.6167
C: -6.3988 1.4023 -0.0821
F: 2.1530 -0.0006 -1.5266
C: -0.5700 -0.9134 -1.8883
H: 6.6348 -0.3839 2.8414
C: -5.8108 0.5071 -2.2053
C: 1.8579 -1.4769 3.0566
F: -4.2280 -1.1747 -2.3823
F: 1.9144 2.0492 -2.5548
C: -0.1463 -3.5848 -1.6685
C: -4.9229 -0.3485 -1.5807
C: 5.7138 -0.1707 2.3139
C: 0.3730 -2.6737 -0.7661
H: 5.1753 1.5171 3.5402
F: 4.0214 1.2593 -2.0384
C: 4.8957 0.8653 2.7242
Fe: 1.3191 -0.2296 0.3722
C: 4.1579 -0.5931 0.5673
H: -2.4297 4.2818 -0.3264
C: 1.2349 -3.0492 0.3506
Se: 2.7581 2.7236 2.3921
N: 2.2940 -1.5507 4.3557
N: 0.1193 -1.3552 -0.8397
H: 1.3010 -4.0716 0.7112
H: 3.8381 -1.1354 -0.3111
N: 1.7734 -2.0814 0.9799
H: -3.1094 1.8620 -0.0137
F: -5.9542 0.4887 -3.5416
H: 0.0571 -4.6395 -1.5413
Se: -3.4932 -1.5402 0.6319
F: -7.1204 2.2612 0.6580
H: -1.3346 -3.8022 -3.4422
F: -5.4051 0.6095 1.8535
H: 1.6933 -1.1225 5.0387
F: 2.7985 0.2660 -3.7098
N: 0.2227 1.4926 0.1732
C: -5.5046 0.5354 0.5191
B: 2.7562 0.9340 -2.5023
Se: 2.4149 3.2880 0.1796
H: -1.4293 0.2055 0.3350
H: 0.0056 4.8199 -0.1752
C: 3.7229 1.1036 2.0238
N: 3.3079 0.3425 1.0118
C: -1.6963 3.4993 -0.1800

Results of the natural (NBO) charge analysis, in e, for atoms 1 through 2: -0.25, -0.14


No. 4
This record from OMol25 describes C4F30HfO12P3S4 as an isolated structure. The level of theory is wB97M-V/def2-TZVPD.

energy above the lowest of the compared OMol25 structures with the same formula, charge and spin	102.4	kcal/mol
lowest unoccupied orbital energy	6.1	eV
total energy	-6716.96622	a.u.
charge	-3

Atoms and positions in Å:
F: -1.0560 3.5096 -1.4853
F: -2.5944 2.5100 4.8281
F: 1.0625 -4.0556 2.2729
F: 0.4043 -2.7342 3.9111
F: -0.2911 -4.7253 3.8237
P: 2.1170 0.4018 1.9639
F: 1.1815 3.3550 -1.4228
F: -0.1514 2.1487 -0.0175
S: -2.1150 0.6715 2.9938
O: -2.3617 -2.5250 3.0331
P: -3.0874 0.0834 -1.9090
F: 3.6055 0.9751 -4.4901
F: -3.6590 -0.9972 -2.9394
S: 1.1162 -2.7955 -1.3538
F: 2.3851 -0.1319 3.4050
O: 1.2125 -4.0229 -0.5452
O: -1.1043 -2.0112 0.9995
F: -1.5673 -0.1487 -2.2463
F: -1.2260 4.0868 0.7367
O: 1.4725 -1.5387 -0.7047
F: 3.2725 2.6245 -3.1431
O: -1.8812 -4.3067 1.3656
O: 0.4388 2.2232 -3.9315
O: 0.9152 -0.2004 -4.2889
F: -3.1517 1.3127 -2.9528
F: 0.8963 1.3373 2.5526
F: -0.7560 2.8544 3.6906
F: 2.5290 -4.3267 -3.2656
F: -2.2856 1.0159 -0.9022
F: 1.1653 -2.8974 -4.1323
F: 2.9608 -2.2850 -3.1334
S: -1.4394 -3.0618 2.0266
O: -1.5361 0.5381 1.6079
F: 1.1962 3.8489 0.6848
C: -2.0114 2.4758 3.6169
F: 3.2095 1.5609 2.0944
S: 1.0874 0.9950 -3.4175
F: 0.2109 5.3000 -0.7085
F: 3.6964 0.5177 -2.2996
F: -2.6308 -1.0010 -0.8131
O: -0.2578 -2.3305 -1.4893
F: 0.8946 -0.6973 1.7057
O: -1.3509 -0.1643 3.9108
F: 3.1558 -0.6213 1.3117
C: 1.9357 -3.1169 -3.0569
O: 0.6928 0.6838 -1.9644
C: 3.0816 1.2650 -3.3007
F: -2.6877 3.2796 2.7853
Hf: -0.3854 -0.2847 -0.2539
F: 1.7190 0.7403 0.4091
P: 0.0024 3.7103 -0.3589
F: -4.5783 0.2925 -1.2559
C: 0.0906 -3.6666 3.0785
O: -3.5427 0.3288 2.9749

Results of the natural (NBO) charge analysis, in e, for atoms 1 through 2: -0.57, -0.33